1.
# C3H6N4

One molecule with the formula C3H6N4 in a non-equilibrium geometry (wB97M-V/def2-TZVPD, OMol25).

Values from the calculation:
Multiplicity ... 1
Molar mass ... 98.11 g mol⁻¹
SMILES string ... [H]/N=c1/[nH]ncn1C
HOMO-LUMO gap ... 0.326 Eh
Energy relative to the best compared isomer or geometry (same formula, charge and spin) ... 136.76 kJ/mol
E_HOMO ... -8.13 eV
Maximum force ... 0.095 hartree/bohr
E_tot ... -336.8972 a.u.

Last column: Löwdin charge in e.
Atoms and positions in Å:
C -1.9914 0.5147 0.3417  -0.016
C 0.1577 1.0060 -1.0427  -0.162
C 0.2087 -0.6307 0.4591  -0.545
H -2.5584 -0.3922 0.2352  0.072
H -2.5154 1.2932 -0.2831  0.102
H -1.9496 0.8734 1.3843  0.097
H -0.1886 1.8839 -1.5634  0.119
H 2.2441 -1.1018 -0.2903  0.213
H -1.0627 -1.5965 1.4807  0.054
N -0.5620 0.3722 -0.0380  -0.068
N 1.3761 0.5910 -1.0859  0.016
N 1.4681 -0.3039 -0.0614  0.009
N -0.0279 -1.5594 1.2549  0.110



2.
# C3H6N4O

One molecule with the formula C3H6N4O in a non-equilibrium geometry (wB97M-V/def2-TZVPD, OMol25).

Values from the calculation:
Multiplicity ... 1
Molar mass ... 114.11 g mol⁻¹
SMILES string ... [H]/N=c1/[nH]c(N)c(N)o1
HOMO-LUMO gap ... 0.297 Eh
Energy relative to the best compared isomer or geometry (same formula, charge and spin) ... 162.18 kJ/mol
E_HOMO ... -7.48 eV
Maximum force ... 0.084 hartree/bohr
E_tot ... -412.1472 a.u.

Last column: Löwdin charge in e.
Atoms and positions in Å:
C 0.7271 0.6810 -0.0234  -0.326
C -1.4354 -0.0690 0.0158  -0.602
C 0.7363 -0.6762 -0.1589  -0.234
H 2.5597 1.2713 -0.3113  0.091
H 1.6967 2.3135 0.6798  0.099
H -0.8288 1.9876 -0.2235  0.160
H -3.1622 -0.8375 -0.1238  0.094
H 2.0670 -2.3478 -0.4625  0.056
H 2.3350 -1.4716 0.9280  0.120
N 1.6646 1.6792 -0.1038  0.127
N -0.6092 1.0429 0.0926  0.130
N -2.6726 0.1281 0.0466  0.107
N 1.7114 -1.6237 0.0867  0.087
O -0.6868 -1.1394 -0.0427  0.091



3.
# C3H6N4O

One molecule with the formula C3H6N4O in a non-equilibrium geometry (wB97M-V/def2-TZVPD, OMol25).

Values from the calculation:
Multiplicity ... 1
Molar mass ... 114.11 g mol⁻¹
SMILES string ... Nc1ncn(O)c1N
HOMO-LUMO gap ... 0.299 Eh
Energy relative to the best compared isomer or geometry (same formula, charge and spin) ... 320.09 kJ/mol
E_HOMO ... -7.74 eV
Maximum force ... 0.060 hartree/bohr
E_tot ... -412.0870 a.u.

Last column: Löwdin charge in e.
Atoms and positions in Å:
C 1.1755 -0.6729 -1.1270  -0.145
C 0.2978 -0.6919 0.8347  -0.338
C -0.3728 0.2528 0.1473  -0.329
N 1.2933 -1.2967 0.0635  0.098
N 0.2003 0.2753 -1.0856  -0.122
N -0.0479 -1.1117 2.1996  0.070
N -1.4999 1.0287 0.4227  0.085
O -0.2809 1.1207 -2.0076  0.080
H 1.7773 -0.7784 -2.0326  0.122
H 0.1147 -0.3805 2.9099  0.080
H 0.4236 -2.0275 2.2370  0.075
H -1.8373 1.2317 -0.5468  0.084
H -1.2940 2.0334 0.8527  0.142
H 0.0503 1.0169 -2.8679  0.099



4.
# C3H6N4O

One molecule with the formula C3H6N4O in a non-equilibrium geometry (wB97M-V/def2-TZVPD, OMol25).

Values from the calculation:
Multiplicity ... 1
Molar mass ... 114.11 g mol⁻¹
SMILES string ... Cn1nnc(CO)n1
HOMO-LUMO gap ... 0.401 Eh
Energy relative to the best compared isomer or geometry (same formula, charge and spin) ... 564.51 kJ/mol
E_HOMO ... -10.37 eV
Maximum force ... 0.130 hartree/bohr
E_tot ... -411.9939 a.u.

Last column: Löwdin charge in e.
Atoms and positions in Å:
C 1.5810 -1.5252 1.7905  -0.037
C -0.0899 0.3766 -0.8568  -0.226
C -1.0412 1.0270 -1.9705  -0.220
H 1.5375 -0.8626 2.7171  0.054
H 0.6832 -2.2834 2.3448  0.145
H 2.6844 -1.9468 1.3899  0.139
H -1.2266 0.2532 -2.6885  0.078
H -0.6752 1.9056 -2.7134  0.153
H -2.3480 1.6023 -0.4151  0.166
N 0.7956 -0.5588 0.8280  -0.277
N 0.2499 0.5207 1.3084  0.023
N -0.3455 1.1576 0.2742  0.010
N 0.5740 -0.8892 -0.5581  0.154
O -2.3791 1.2229 -1.4505  -0.164



5.
# C3H6N4O

C3H6N4O as an isolated structure in a non-equilibrium geometry (wB97M-V/def2-TZVPD, OMol25).

Values from the calculation:
Multiplicity ... 1
Molar mass ... 114.11 g mol⁻¹
HOMO-LUMO gap ... 0.273 Eh
Energy relative to the best compared isomer or geometry (same formula, charge and spin) ... 521.50 kJ/mol
E_HOMO ... -7.45 eV
Maximum force ... 0.163 hartree/bohr
E_tot ... -412.0103 a.u.

Last column: Löwdin charge in e.
Atoms and positions in Å:
C -0.1793 0.3393 0.5306  -0.348
C -1.4127 -0.3577 -1.4407  -0.518
C 0.6530 -0.3414 -0.2134  -0.427
H -0.0405 0.4171 2.5827  0.087
H -0.2924 1.9405 1.8074  0.054
H -2.1507 0.9262 0.2503  0.139
H 0.4490 -1.9604 -1.7566  0.301
H 2.0733 0.4200 0.8220  0.148
H 2.8940 -1.4117 -0.3771  0.230
N -0.3402 0.9733 1.7986  0.104
N -1.3726 0.4683 -0.2208  0.121
N -0.1386 -0.8354 -1.3148  0.091
N 2.0795 -0.2809 -0.1248  -0.026
O -2.2218 -0.2972 -2.3434  0.044



6.
# C3H6N4O

A 2-piece molecular cluster, C3H6N4O overall in a non-equilibrium geometry (wB97M-V/def2-TZVPD, OMol25).

Values from the calculation:
Multiplicity ... 1
Molar mass ... 114.11 g mol⁻¹
HOMO-LUMO gap ... 0.353 Eh
Energy relative to the best compared isomer or geometry (same formula, charge and spin) ... 859.02 kJ/mol
E_HOMO ... -9.43 eV
Maximum force ... 0.212 hartree/bohr
E_tot ... -411.8818 a.u.

Last column: Löwdin charge in e.
Atoms and positions in Å:
C -2.3056 0.2290 -0.1366  -0.340
C -0.1646 1.1948 -0.0759  -0.145
C 2.2867 -0.9933 -0.1103  -0.249
H -2.8951 -1.8676 0.8899  0.219
H -2.6355 1.1989 -0.9431  0.179
H -0.5455 -0.8001 0.5056  -0.035
H -0.5186 2.1689 -0.5587  0.119
H 3.1094 0.6994 -0.0895  0.063
H 3.2777 -1.2536 0.0851  0.108
N -3.1782 -0.7492 -0.2239  -0.036
N -0.9777 0.0006 0.7648  0.073
N 1.1145 1.3906 -0.0119  0.043
N 2.2375 0.3867 0.1498  0.030
O 1.1950 -1.6051 -0.2453  -0.029



7.
# C3H6N4O

One molecule with the formula C3H6N4O in a non-equilibrium geometry (wB97M-V/def2-TZVPD, OMol25).

Values from the calculation:
Multiplicity ... 1
Molar mass ... 114.11 g mol⁻¹
SMILES string ... Cc1n[nH]/c(=N/N)o1
HOMO-LUMO gap ... 0.298 Eh
Energy relative to the best compared isomer or geometry (same formula, charge and spin) ... 678.23 kJ/mol
E_HOMO ... -7.42 eV
Maximum force ... 0.170 hartree/bohr
E_tot ... -411.9506 a.u.

Last column: Löwdin charge in e.
Atoms and positions in Å:
C -2.4691 -1.1139 -0.0153  -0.049
C -1.4480 -0.0767 -0.0357  -0.454
C 0.6490 0.1336 0.0238  -0.466
H -3.3635 -0.4744 -0.7166  0.154
H -1.7755 -2.0477 -0.5480  0.172
H -3.1188 -1.2094 1.0338  0.129
H 0.5288 2.3930 0.1374  0.225
H 2.6997 -1.5168 0.9980  0.140
H 3.7504 -0.2539 0.0023  0.098
N -1.3571 1.2805 0.0406  0.118
N -0.0228 1.4026 0.0768  -0.021
N 1.9066 0.3460 -0.1929  -0.040
N 2.7823 -0.8610 -0.0305  -0.125
O -0.2845 -0.7157 -0.0002  0.119



8.
# C3H6N4O

C3H6N4O as an isolated structure in a non-equilibrium geometry (wB97M-V/def2-TZVPD, OMol25).

Values from the calculation:
Multiplicity ... 1
Molar mass ... 114.11 g mol⁻¹
HOMO-LUMO gap ... 0.342 Eh
Energy relative to the best compared isomer or geometry (same formula, charge and spin) ... 634.69 kJ/mol
E_HOMO ... -8.66 eV
Maximum force ... 0.116 hartree/bohr
E_tot ... -411.9672 a.u.

Last column: Löwdin charge in e.
Atoms and positions in Å:
C 2.4047 -0.2304 0.6094  -0.078
C -1.9165 0.2606 0.4167  -0.078
C -0.5790 0.9133 -0.0656  -0.402
H 2.5941 0.7120 1.0572  0.023
H 3.4904 -0.5931 0.4646  0.067
H 1.7033 -1.0844 1.4136  0.172
H 1.5521 0.7008 -1.2309  0.186
H -0.2729 -2.4468 -0.4584  0.249
H -2.9201 0.7623 0.5258  0.125
N 1.4517 -0.3248 -0.6702  -0.054
N 0.2673 -0.2382 -0.0178  -0.267
N -0.5623 -1.2675 -0.3887  -0.054
N -1.8341 -0.9738 0.1957  0.023
O -0.1075 1.9899 -0.1710  0.088



9.
# C3H6N4O

One molecule with the formula C3H6N4O in a non-equilibrium geometry (wB97M-V/def2-TZVPD, OMol25).

Values from the calculation:
Multiplicity ... 1
Molar mass ... 114.11 g mol⁻¹
SMILES string ... [H]/N=c1/[nH]cc(N)n1O
HOMO-LUMO gap ... 0.303 Eh
Energy relative to the best compared isomer or geometry (same formula, charge and spin) ... 377.20 kJ/mol
E_HOMO ... -7.51 eV
Maximum force ... 0.089 hartree/bohr
E_tot ... -412.0653 a.u.

Last column: Löwdin charge in e.
Atoms and positions in Å:
C -0.9432 0.0834 -0.0651  -0.331
C -0.4779 1.3388 0.2415  -0.090
C 1.3100 0.1026 -0.3291  -0.406
H -2.3814 -1.1144 -1.0733  0.103
H -3.0986 -0.0037 0.0246  0.130
H -0.8760 2.4116 0.1367  0.140
H 1.4198 2.1885 0.4310  0.154
H 2.4911 -1.3179 -0.2191  0.020
H 0.5859 -1.6409 1.2979  0.139
N -2.1928 -0.5666 -0.2018  0.065
N 0.8761 1.4169 0.0163  0.050
N 2.5607 -0.3075 -0.2873  0.106
N 0.1849 -0.7073 -0.3121  -0.087
O 0.5414 -1.8837 0.3398  0.009



10.
# C3H6N4O

One molecule with the formula C3H6N4O in a non-equilibrium geometry (wB97M-V/def2-TZVPD, OMol25).

Values from the calculation:
Multiplicity ... 1
Molar mass ... 114.11 g mol⁻¹
SMILES string ... [H]/N=c1\ocnn1NC
HOMO-LUMO gap ... 0.347 Eh
Energy relative to the best compared isomer or geometry (same formula, charge and spin) ... 557.05 kJ/mol
E_HOMO ... -8.55 eV
Maximum force ... 0.145 hartree/bohr
E_tot ... -411.9968 a.u.

Last column: Löwdin charge in e.
Atoms and positions in Å:
C -1.5472 1.1356 -0.6474  -0.140
C 0.9691 -0.8676 1.9234  -0.216
C 0.9356 -0.9121 -0.2308  -0.415
H -2.1469 1.4181 -1.7428  0.122
H -1.5584 -0.0583 -0.9789  0.098
H -2.1810 1.6444 0.2909  0.104
H 0.5877 2.0308 -0.7512  0.150
H 1.1303 -0.9918 2.9150  0.098
H 0.6225 -2.2902 -1.6047  0.039
N -0.0382 1.1757 -0.5815  -0.111
N 0.7636 0.3104 0.2077  -0.154
N 0.8020 0.4292 1.5861  0.144
N 0.5522 -1.3365 -1.3609  0.161
O 1.1086 -1.6878 0.9751  0.121



11.
# C3H6N4O2

One molecule with the formula C3H6N4O2 in a non-equilibrium geometry (wB97M-V/def2-TZVPD, OMol25).

Values from the calculation:
Multiplicity ... 3
Molar mass ... 130.11 g mol⁻¹
HOMO-LUMO gap (spin up / spin down) ... 0.279 / 0.311 Eh
Energy relative to the best compared isomer or geometry (same formula, charge and spin) ... 88.16 kJ/mol
E_HOMO (spin up / spin down) ... -7.00 / -10.33 eV
Maximum force ... 0.043 hartree/bohr
E_tot ... -487.1813 a.u.

Last column: Löwdin charge in e.
Atoms and positions in Å:
C -0.4662 1.4270 0.3666  -0.176
C -0.4247 0.2294 -1.6639  -0.072
C 0.4019 -0.8659 0.2838  -0.036
N 0.5012 2.3022 -0.3003  -0.032
N 0.8542 2.1701 -1.3934  0.167
N -0.4375 0.1676 -0.3002  -0.127
N -1.3660 0.9666 -2.3711  -0.435
O -1.3393 0.8719 -3.5892  0.044
O -2.1555 1.6810 -1.7514  0.000
H -0.2339 1.3379 1.4265  0.124
H -1.4281 1.9401 0.2244  0.120
H 0.1203 -0.5007 -2.2388  0.146
H 0.7626 -0.5399 1.2582  0.090
H -0.1886 -1.7730 0.4137  0.094
H 1.2612 -1.0950 -0.3482  0.093



12.
# C3H6N4O2S

C3H6N4O2S as an isolated structure in a non-equilibrium geometry (wB97M-V/def2-TZVPD, OMol25).

Values from the calculation:
Multiplicity ... 1
Molar mass ... 162.17 g mol⁻¹
HOMO-LUMO gap ... 0.274 Eh
Energy relative to the best compared isomer or geometry (same formula, charge and spin) ... 556.13 kJ/mol
E_HOMO ... -8.65 eV
Maximum force ... 0.120 hartree/bohr
E_tot ... -885.3524 a.u.

Last column: Löwdin charge in e.
Atoms and positions in Å:
C -1.9927 1.8839 -0.3319  -0.145
C 1.2531 -1.3321 1.2056  -0.117
C -0.6674 -0.3113 -0.9447  -0.254
N -1.8553 2.8805 0.5712  0.022
N -0.8733 2.4129 1.3773  -0.065
N -0.4789 1.3129 1.0024  -0.040
N -1.0586 0.8958 -0.1487  -0.150
O 1.2513 -2.1701 -1.0610  -0.361
O 1.9478 0.2502 -0.6772  -0.304
S 0.9005 -0.7117 -0.4330  0.759
H -2.7315 1.7923 -1.0550  0.092
H 2.2519 -1.5741 0.9795  0.046
H 1.3705 -0.4464 1.8948  0.098
H 0.6433 -2.1064 1.5131  0.051
H 0.6920 -2.8633 -1.9984  0.337
H -0.6528 0.0868 -1.8940  0.032